The following is a DFT calculation (the ωB97M-V functional and the def2-TZVPD basis) of a molecular structure, C7H8N5O.

Structure (XYZ):
```
21
Properties=species:S:1:pos:R:3:forces:R:3:lowdin_charge:R:1
C 2.2738 2.3209 -0.4408 -0.6 0.1 0.2 -0.048
C 0.6199 1.0386 -1.1109 -1.7 -0.3 0.5 -0.111
C 0.5119 1.3364 0.2318 -0.1 -0.3 -1.8 -0.294
C -2.2799 -1.1727 0.6395 1.2 0.4 1.6 0.064
C -2.2282 -1.3795 -0.6681 -1.2 1.6 -1.0 0.070
C -0.3083 0.1398 -1.8066 -0.5 -0.9 0.1 -0.325
C -0.9877 -0.3457 0.5493 -2.1 -1.5 -2.3 -0.201
N 1.4666 2.1309 0.6423 2.7 0.9 -0.5 0.145
N 1.6682 1.7536 -1.5604 0.9 0.0 2.1 0.162
N -0.4859 0.7593 0.9922 -0.2 -0.1 2.4 0.219
N -0.9905 -0.6454 -0.8250 2.2 1.1 0.5 0.073
N 0.3512 -1.9026 1.6377 3.6 3.9 0.2 0.107
O -0.4958 -0.0530 -2.9732 0.3 0.4 -0.3 0.144
H 3.3126 2.8020 -0.4114 -2.1 -0.6 -0.3 0.165
H -2.7811 -1.3854 1.5482 -0.9 -0.4 0.1 0.105
H -2.9653 -1.4914 -1.4858 0.8 -0.8 0.6 0.162
H 1.9902 1.5418 -2.4652 1.1 0.4 -1.2 0.161
H -0.5670 0.9462 2.0026 0.1 0.2 -0.8 0.207
H 0.1978 -2.7950 1.3711 -0.8 -3.7 -1.0 0.011
H 0.2812 -1.8456 2.6340 -0.4 -0.1 0.8 0.059
H 1.4163 -1.7530 1.4986 -2.3 -0.2 0.0 0.124
```
Positions in Å, forces in eV/Å.

Computed properties:
- energy relative to the best compared isomer or geometry (same formula, charge and spin) (eV) = 0.762
- charge = +1
- HOMO level (hartree) = -0.4745
- energy (a.u.) = -620.24330

***

The following is a DFT calculation (the ωB97M-V functional and the def2-TZVPD basis) of C4H12N2S in the gas phase.

Structure (XYZ):
```
19
Properties=species:S:1:pos:R:3:forces:R:3:lowdin_charge:R:1
N -0.9979 1.6161 -2.2197 0.8 -0.2 -0.5 -0.003
C -1.5077 1.2443 -0.9315 -1.8 0.2 0.6 -0.302
C -0.9304 -0.0390 -0.3128 0.1 0.4 -0.7 -0.249
N 0.2901 0.2496 0.4154 -1.5 -0.8 -0.7 -0.083
C 1.4043 -0.6459 0.4166 0.9 0.4 -0.4 -0.332
C 1.7294 -1.2880 1.7594 0.8 -0.7 -0.5 -0.543
S 0.3520 -2.3245 2.3974 0.5 0.6 0.3 0.696
H -0.2445 2.2838 -2.2348 0.0 0.0 0.3 0.063
H -1.6586 1.8801 -2.9211 -0.5 0.0 0.0 0.056
H -1.5561 2.1084 -0.2453 0.8 -0.3 0.3 0.108
H -2.6021 1.0935 -0.9700 0.3 -0.3 -0.6 0.110
H -0.7140 -0.7097 -1.1527 0.1 0.1 0.0 0.114
H -1.7490 -0.5439 0.2287 0.3 0.2 0.5 0.095
H 0.2719 1.1953 0.7353 0.9 0.1 0.4 0.108
H 2.2913 -0.1374 0.0078 0.2 0.2 0.6 0.113
H 1.3464 -1.4336 -0.3453 -0.9 0.0 0.2 0.118
H 2.5340 -2.0120 1.5941 0.1 0.2 0.0 0.054
H 2.1531 -0.5261 2.4130 -0.6 -0.1 0.5 0.068
H -0.4123 -2.0108 1.3656 -0.5 0.0 -0.2 -0.191
```
Positions in Å, forces in eV/Å.

Computed properties:
- energy relative to the best compared isomer or geometry (same formula, charge and spin) (eV) = 1.099
- HOMO level (hartree) = -0.3062
- energy (a.u.) = -667.25451

***

The following is a DFT calculation (the ωB97M-V functional and the def2-TZVPD basis) of C4H5NO in the gas phase.

Structure (XYZ):
```
11
Properties=species:S:1:pos:R:3:forces:R:3:lowdin_charge:R:1
N -2.6926 1.8506 -0.6549 1.0 -0.4 0.0 0.141
C -1.6665 1.3133 -0.6820 -1.1 0.3 -0.4 -0.233
C -0.4099 0.6364 -0.7084 -0.4 -0.8 -1.0 -0.144
C -0.2489 -0.6134 -0.2217 -0.3 0.1 -0.9 -0.069
C 1.0928 -0.9462 0.3429 -0.2 0.1 -0.1 -0.212
O 0.7666 -0.1963 1.5226 1.0 0.7 0.6 -0.070
H 0.4115 1.1218 -1.2282 0.0 0.2 0.4 0.120
H -1.0642 -1.2217 0.1608 0.0 0.3 -0.1 0.134
H 1.2916 -1.9968 0.5893 -0.3 0.4 0.0 0.124
H 1.9573 -0.5214 -0.1875 -0.3 -0.1 0.0 0.121
H 0.4381 0.6353 1.0897 0.6 -0.7 1.5 0.086
```
Positions in Å, forces in eV/Å.

Computed properties:
- energy relative to the best compared isomer or geometry (same formula, charge and spin) (eV) = 2.255
- HOMO level (hartree) = -0.3639
- energy (a.u.) = -285.33171

***

The following is a DFT calculation (the ωB97M-V functional and the def2-TZVPD basis) of a molecular structure, C17H38BF4NO2P.

Structure (XYZ):
```
64
Properties=species:S:1:pos:R:3:forces:R:3:lowdin_charge:R:1
C 1.2084 -2.1962 1.1101 0.5 2.7 3.2 -0.128
O 1.2808 -1.2939 0.0347 0.7 2.4 1.6 -0.313
C 1.7143 -0.0048 0.4423 0.0 0.5 0.2 -0.215
C 1.5461 0.9726 -0.7200 0.0 -0.1 0.0 -0.161
C 2.2719 2.3279 -0.5080 -0.1 -0.1 0.0 -0.194
C 1.3284 3.5170 -0.2210 -0.1 0.0 0.1 -0.194
C 1.1761 3.8989 1.2777 0.1 0.2 -0.1 -0.204
C -0.2743 4.2252 1.6834 -0.1 -0.2 -0.1 -0.215
C -0.9592 3.0168 2.3567 0.2 0.2 0.1 -0.229
C -2.4743 3.2068 2.5902 0.2 -0.1 0.2 -0.167
B -3.4803 2.5101 1.5154 -0.3 0.1 0.2 -0.771
N -4.9704 2.8457 1.7664 0.2 -0.1 0.0 0.037
P -3.1566 3.2799 -0.2772 0.1 0.4 0.0 0.722
O -2.9548 4.7747 -0.3654 -0.1 -0.3 0.0 -0.517
C -3.2555 0.8403 1.5794 0.0 -0.4 0.0 -0.350
F -4.4589 0.1411 1.6148 0.4 0.2 0.0 0.031
F -2.5753 0.4428 2.7383 -0.3 0.1 -0.2 0.034
C -2.4855 0.1627 0.4406 0.0 0.1 -0.1 -0.299
F -2.3878 -1.1890 0.6040 -0.1 0.1 0.1 0.057
F -1.1901 0.6270 0.4059 -0.6 -0.3 -0.1 0.011
H 0.7382 -3.1138 0.7366 1.4 8.0 4.3 -0.047
H 0.6003 -1.7941 1.9380 0.3 0.2 -0.1 0.119
H 2.2137 -2.4430 1.4986 -0.1 0.1 0.0 0.118
H 1.1154 0.3233 1.3126 0.2 0.0 -0.2 0.122
H 2.7743 -0.0489 0.7557 -0.2 0.0 0.0 0.127
H 1.9171 0.4747 -1.6291 0.0 0.1 0.2 0.113
H 0.4693 1.1448 -0.8562 0.4 -0.1 -0.1 0.092
H 2.8768 2.5390 -1.4010 -0.1 0.0 0.2 0.098
H 2.9767 2.2409 0.3341 0.0 0.0 -0.2 0.100
H 0.3341 3.2875 -0.6360 0.2 0.1 0.1 0.094
H 1.6844 4.4038 -0.7625 -0.1 -0.2 0.0 0.102
H 1.8260 4.7674 1.4795 -0.1 -0.3 0.0 0.099
H 1.5546 3.0778 1.9060 -0.1 0.1 -0.1 0.097
H -0.8323 4.5345 0.7879 0.0 0.0 0.3 0.080
H -0.3176 5.0802 2.3735 0.1 -0.2 -0.1 0.107
H -0.4233 2.8369 3.3070 -0.2 0.0 -0.2 0.109
H -0.7844 2.1187 1.7511 0.1 0.3 0.2 0.079
H -2.7408 2.7561 3.5638 0.0 0.2 -0.2 0.092
H -2.6982 4.2836 2.6660 0.0 -0.2 -0.1 0.096
H -5.1165 3.1644 2.7167 0.0 0.0 0.0 0.038
H -5.3445 3.5692 1.1652 0.0 0.0 0.0 0.020
H -2.1341 2.5889 -0.9899 0.0 -0.1 -0.1 -0.026
H -4.2743 2.8830 -1.0678 0.0 -0.2 -0.1 -0.014
H -2.9590 0.3489 -0.5355 0.2 0.0 0.2 0.155
C -0.3754 -2.7804 -1.1231 -0.8 -0.2 -0.2 -0.061
C 0.6625 -3.7830 -0.6293 -0.8 -2.7 -3.2 -0.259
C 2.0885 -3.4541 -1.0680 0.7 -0.5 0.0 -0.195
C 2.3039 -3.4447 -2.5831 -0.1 -0.1 0.1 -0.210
C 1.9442 -4.7498 -3.2921 0.0 0.0 -0.1 -0.273
C 2.7715 -5.9439 -2.8266 0.0 0.0 0.0 -0.119
H -0.4327 -2.7681 -2.2142 0.0 -0.1 0.0 0.080
H -1.3669 -3.0235 -0.7424 -0.1 -0.2 -0.1 0.077
H -0.1279 -1.7734 -0.7825 -0.7 -0.6 -0.5 0.064
H 0.3877 -4.7922 -0.9545 0.0 -0.1 -0.4 0.116
H 0.6385 -3.8030 0.4632 -1.4 -8.1 -4.0 0.056
H 2.7808 -4.1648 -0.6049 0.0 -0.2 -0.1 0.114
H 2.3564 -2.4702 -0.6714 0.3 -0.8 -0.7 0.095
H 3.3550 -3.2106 -2.7844 0.0 0.0 0.0 0.110
H 1.7248 -2.6303 -3.0260 0.0 0.0 0.0 0.105
H 2.0874 -4.6135 -4.3679 0.0 0.0 0.0 0.100
H 0.8817 -4.9665 -3.1528 0.0 0.0 0.0 0.097
H 3.8382 -5.7582 -2.9738 0.0 0.0 0.0 0.071
H 2.5101 -6.8469 -3.3812 0.0 0.0 0.0 0.064
H 2.6130 -6.1526 -1.7677 0.0 0.0 0.0 0.062
```
Positions in Å, forces in eV/Å.

Computed properties:
- charge = -1
- HOMO level (hartree) = -0.1876
- energy (a.u.) = -1641.36564

***

The following is a DFT calculation (the ωB97M-V functional and the def2-TZVPD basis) of 8 unconnected molecules or ions with the total composition C24H44Cl8N4.

Structure (XYZ):
```
80
Properties=species:S:1:pos:R:3:forces:R:3:lowdin_charge:R:1
C 3.4034 -0.4791 -4.0402 0.3 -2.2 0.6 -0.121
C 4.3129 -0.9060 -5.1960 0.0 0.0 1.4 -0.236
C 4.5891 -2.4560 -5.2103 -1.2 1.4 -0.1 -0.160
C 3.3846 -3.1414 -5.6844 -0.8 -0.7 -0.3 -0.243
N 2.4222 -3.6637 -6.0583 0.9 0.6 0.4 0.142
H 2.4560 -1.0069 -4.1196 -0.3 0.0 0.0 0.068
H 3.1988 0.5475 -4.0171 -0.2 1.6 -0.2 0.048
H 3.8244 -0.7620 -3.0588 0.0 0.1 -0.3 0.071
H 5.2571 -0.4015 -5.0302 0.4 0.0 -0.3 0.099
H 3.8372 -0.4793 -6.0673 0.2 -0.5 -0.7 0.106
H 4.8048 -2.7982 -4.1942 0.2 0.0 -0.2 0.114
H 5.3957 -2.6597 -5.8889 0.5 -0.3 -0.2 0.105
C -2.4595 -0.6453 -4.8860 0.6 -1.4 -0.4 -0.111
C -2.4268 0.8216 -5.2585 0.9 0.4 -0.2 -0.277
C -3.7264 1.4555 -5.7517 -0.2 -0.9 0.4 -0.176
C -4.7136 1.1963 -4.7121 -1.3 -0.2 1.8 -0.236
N -5.3556 0.9279 -3.7809 0.7 0.5 -1.6 0.143
H -1.4512 -0.9828 -4.5538 -0.5 0.3 -0.3 0.079
H -2.7218 -1.3221 -5.7355 0.1 0.7 0.4 0.090
H -3.1255 -0.9388 -4.0769 -0.2 0.5 0.1 0.042
H -1.7170 0.9942 -6.0553 0.3 -0.3 -0.5 0.101
H -1.9676 1.3835 -4.4497 -0.4 0.2 0.4 0.102
H -4.0360 0.8926 -6.6423 0.0 0.5 0.0 0.125
H -3.6380 2.5290 -5.9392 0.0 -0.3 -0.1 0.122
C -0.2043 -0.6031 -0.4970 -0.2 0.2 0.9 -0.113
C 0.0324 0.8688 -0.7703 -1.3 0.6 0.2 -0.275
C 1.3848 1.3684 -0.3205 1.1 0.3 0.1 -0.175
C 1.5364 1.2369 1.1359 0.0 0.1 -1.0 -0.182
N 1.6506 1.1556 2.2687 0.1 -0.1 0.7 0.197
H 0.6651 -1.1548 -0.8548 0.0 -0.3 0.2 0.049
H -1.0894 -0.9842 -0.9936 -0.1 0.1 -0.2 0.039
H -0.3713 -0.7661 0.5858 0.4 -0.1 -0.5 0.063
H -0.7346 1.5692 -0.3205 0.6 -1.0 -0.2 0.106
H -0.1073 1.0396 -1.8210 0.3 0.2 -0.7 0.096
H 1.4692 2.4370 -0.5507 0.1 -0.1 0.1 0.124
H 2.2883 0.8852 -0.7783 -1.0 0.1 0.2 0.133
C -2.8879 1.5204 3.6357 -1.4 0.1 -0.8 -0.115
C -1.9457 1.6531 2.4356 0.2 0.5 0.1 -0.240
C -1.2201 3.0280 2.3507 -0.7 0.5 -0.2 -0.178
C -2.1276 4.2023 2.5285 -0.1 -1.3 -0.1 -0.215
N -3.0005 4.9456 2.5920 0.2 0.3 0.1 0.142
H -3.7089 2.2750 3.7408 0.6 -0.5 -0.8 0.090
H -2.4877 1.5123 4.6084 1.4 0.2 1.1 0.039
H -3.3268 0.5329 3.5698 -0.5 -0.2 -0.1 0.063
H -2.4996 1.4376 1.4882 0.4 0.3 0.7 0.096
H -1.1349 0.9073 2.5379 -0.4 0.2 -0.2 0.047
H -0.7717 3.1823 1.3799 0.2 -0.2 -0.5 0.088
H -0.3873 3.0906 3.0361 0.0 -0.1 0.3 0.066
Cl -3.6666 0.1927 -1.1567 0.4 0.5 0.1 0.578
C -4.4543 -0.7452 0.1270 -0.4 -0.9 -1.4 -0.636
C -5.7221 -1.3262 -0.4722 -0.4 0.1 -0.7 -0.646
Cl -5.3738 -2.5646 -1.7468 -0.1 0.1 0.6 0.500
H -4.7993 -0.1106 0.9077 0.3 0.7 0.8 0.059
H -3.7282 -1.5052 0.4225 -0.3 0.1 0.3 0.073
H -6.2778 -0.5490 -1.0454 0.4 -0.4 0.7 0.066
H -6.3539 -1.7472 0.3253 0.2 -0.1 -0.5 0.079
Cl 0.5829 4.0179 7.1063 0.1 0.2 -0.1 0.555
C 0.7298 3.1752 5.5435 -1.0 -0.2 -0.2 -0.693
C 2.1173 2.7637 5.2154 1.1 -1.3 -0.1 -0.702
Cl 3.1346 4.1270 4.6992 0.1 0.2 0.2 0.557
H 0.3621 3.7943 4.7073 0.1 0.1 0.8 0.055
H 0.0416 2.3169 5.6329 0.5 0.1 -0.2 0.058
H 2.1072 2.1052 4.3459 -0.3 0.0 0.0 0.014
H 2.6612 2.1819 5.9959 -0.5 0.8 -0.2 0.076
Cl 0.9516 -3.4189 1.7393 0.9 -0.3 -0.1 0.527
C 2.7775 -3.5209 1.5537 -0.9 0.2 -0.5 -0.606
C 3.2022 -4.3531 0.3582 -1.8 0.2 0.7 -0.630
Cl 2.7041 -3.4704 -1.1120 0.4 -0.2 -0.3 0.545
H 3.1634 -3.9516 2.4589 0.1 0.0 0.5 0.068
H 3.0746 -2.4925 1.3905 0.3 0.1 0.4 0.054
H 2.6071 -5.2756 0.3753 0.6 0.0 -0.2 0.073
H 4.2648 -4.5025 0.4319 0.4 -0.2 -0.4 0.075
Cl -0.0559 -0.7057 4.5158 -1.0 0.2 0.0 0.634
C 1.6138 -1.2119 4.5102 0.2 -0.6 0.4 -0.709
C 2.1741 -0.9991 5.8882 1.1 0.4 0.1 -0.625
Cl 3.9825 -1.1318 5.8608 -0.2 -0.4 -0.1 0.523
H 2.1157 -0.6728 3.7398 0.5 0.7 -0.2 0.017
H 1.6400 -2.2435 4.2160 0.0 -0.6 0.1 0.026
H 1.7887 -1.6375 6.6767 0.0 -0.3 -0.3 0.078
H 2.0668 0.0157 6.2088 -0.5 0.6 0.1 0.020
```
Positions in Å, forces in eV/Å.

Computed properties:
- energy relative to the best compared isomer or geometry (same formula, charge and spin) (eV) = 1.006
- HOMO level (hartree) = -0.3875
- energy (a.u.) = -4841.38734

***

What HOMO-LUMO gap values result from the calculations? In sequence: 0.314 0.343 0.366 0.287 0.394 Eh.